C5H8O | the ωB97M-V functional and the def2-TZVPD basis

Structure (ORCA input):
```
! wB97M-V def2-TZVPD RIJCOSX def2/J DEFGRID3
* xyz 0 1
C 0.148 1.576 0.968
C -0.173 0.782 -0.307
O 1.026 0.120 -0.716
C 0.892 -1.282 -0.608
C -0.565 -1.519 -0.316
C -1.178 -0.349 -0.169
H 1.229 1.782 0.959
H -0.370 2.539 1.034
H -0.074 0.989 1.863
H -0.461 1.471 -1.114
H 1.218 -1.722 -1.558
H 1.547 -1.667 0.189
H -0.997 -2.514 -0.231
H -2.241 -0.206 0.006
*
```

Summary:
Calculated total energy in Ha: -270.51650
Orbital gap in eV: 10.2

These are the natural (NBO) partial charges, in e, on atoms 1 to 6: number 1, C, carries -0.63; number 2, C, carries 0.06; number 3, O, carries -0.53; number 4, C, carries -0.10; number 5, C, carries -0.22; number 6, C, carries -0.21

---

C5H8O | the ωB97M-V functional and the def2-TZVPD basis

Structure (ORCA input):
```
! wB97M-V def2-TZVPD RIJCOSX def2/J DEFGRID3
* xyz 0 1
C -0.784 -1.313 -1.091
C -0.018 -0.805 0.122
C 0.611 0.502 -0.251
C 1.098 1.292 0.939
O -0.133 1.120 1.661
C -0.706 0.444 0.563
H -0.181 -1.918 -1.778
H -1.684 -1.865 -0.811
H 0.445 -1.530 0.795
H -1.141 -0.430 -1.638
H 0.991 0.650 -1.262
H 1.231 2.342 0.648
H 1.954 0.915 1.505
H -1.793 0.515 0.476
*
```

Summary:
Calculated total energy in Ha: -270.45784
Orbital gap in eV: 10.3

These are the natural (NBO) partial charges, in e, on atoms 1 to 6: number 1, C, carries -0.61; number 2, C, carries -0.27; number 3, C, carries -0.28; number 4, C, carries -0.06; number 5, O, carries -0.51; number 6, C, carries 0.11

---

C5H8O | the ωB97M-V functional and the def2-TZVPD basis

Structure (ORCA input):
```
! wB97M-V def2-TZVPD RIJCOSX def2/J DEFGRID3
* xyz 0 1
O 0.661 -0.420 -3.048
C 0.478 -1.048 -2.034
C 0.847 -0.488 -0.688
C -0.236 0.521 -0.221
C -0.184 0.840 1.247
C -0.950 0.290 2.176
H 0.084 -2.078 -2.124
H 1.097 -1.211 0.083
H 1.678 0.169 -0.941
H -0.099 1.418 -0.813
H -1.283 0.235 -0.400
H 0.557 1.557 1.571
H -0.849 0.560 3.223
H -1.801 -0.344 1.971
*
```

Summary:
Calculated total energy in Ha: -270.50613
Orbital gap in eV: 10.7

These are the natural (NBO) partial charges, in e, on atoms 1 to 6: number 1, O, carries -0.52; number 2, C, carries 0.44; number 3, C, carries -0.51; number 4, C, carries -0.43; number 5, C, carries -0.17; number 6, C, carries -0.39

---

C5H8O | the ωB97M-V functional and the def2-TZVPD basis

Structure (ORCA input):
```
! wB97M-V def2-TZVPD RIJCOSX def2/J DEFGRID3
* xyz 0 1
C 1.813 -0.236 0.198
C 0.832 0.255 -0.822
C -0.063 -0.506 -1.448
C -2.036 0.808 0.837
C -1.337 -0.214 1.272
O -0.734 -1.117 1.702
H 1.765 0.373 1.108
H 1.607 -1.274 0.471
H 2.839 -0.168 -0.181
H 0.870 1.322 -1.044
H -0.766 -0.092 -2.165
H -0.145 -1.572 -1.246
H -1.762 1.274 -0.097
H -2.883 1.148 1.415
*
```

Summary:
Calculated total energy in Ha: -270.48962
Orbital gap in eV: 10.2

These are the natural (NBO) partial charges, in e, on atoms 1 to 6: number 1, C, carries -0.66; number 2, C, carries -0.17; number 3, C, carries -0.42; number 4, C, carries -0.80; number 5, C, carries 0.74; number 6, O, carries -0.48

---

C5H8O | the ωB97M-V functional and the def2-TZVPD basis

Structure (ORCA input):
```
! wB97M-V def2-TZVPD RIJCOSX def2/J DEFGRID3
* xyz 0 1
C 1.773 0.296 0.652
C 0.950 1.074 -0.041
C -1.247 0.460 -1.193
C -1.612 -0.549 -0.405
O -1.041 -0.125 0.780
C -0.540 1.022 0.023
H 1.399 -0.457 1.340
H 2.848 0.383 0.529
H 0.392 -2.218 0.651
H 1.337 1.813 -0.742
H -1.322 0.725 -2.236
H 0.152 -2.922 0.674
H -2.119 -1.507 -0.461
H -0.960 1.942 0.444
*
```

Summary:
Calculated total energy in Ha: -270.42128
Orbital gap in eV: 10.2

These are the natural (NBO) partial charges, in e, on atoms 1 to 6: number 1, C, carries -0.38; number 2, C, carries -0.20; number 3, C, carries -0.34; number 4, C, carries 0.14; number 5, O, carries -0.50; number 6, C, carries 0.05

---

C5H8O | the ωB97M-V functional and the def2-TZVPD basis

Structure (ORCA input):
```
! wB97M-V def2-TZVPD RIJCOSX def2/J DEFGRID3
* xyz 0 1
C -1.569 -0.148 -0.569
C -0.517 0.213 0.473
O 1.109 -1.816 -0.162
C 0.110 1.577 0.463
C 0.913 0.414 0.077
C 1.734 -0.576 -0.239
H -1.213 0.087 -1.577
H -1.842 -1.211 -0.561
H -2.496 0.417 -0.403
H -0.711 -0.248 1.445
H 1.558 -2.314 0.525
H -0.207 2.247 -0.328
H 0.356 1.991 1.436
H 2.776 -0.634 -0.580
*
```

Summary:
Calculated total energy in Ha: -270.45786
Orbital gap in eV: 10.0

These are the natural (NBO) partial charges, in e, on atoms 1 to 6: number 1, C, carries -0.61; number 2, C, carries -0.23; number 3, O, carries -0.72; number 4, C, carries -0.41; number 5, C, carries -0.08; number 6, C, carries 0.10

---

C5H8O | the ωB97M-V functional and the def2-TZVPD basis

Structure (ORCA input):
```
! wB97M-V def2-TZVPD RIJCOSX def2/J DEFGRID3
* xyz 0 1
O -2.280 0.991 0.464
C -1.067 0.609 -0.155
C -0.590 -0.676 0.500
C 0.702 -1.212 -0.137
C 1.734 -0.174 -0.228
C 2.509 0.746 -0.296
H -2.474 1.896 0.196
H -0.293 1.378 -0.026
H -1.203 0.449 -1.239
H -1.374 -1.437 0.422
H -0.429 -0.479 1.565
H 1.080 -2.061 0.444
H 0.492 -1.593 -1.145
H 3.193 1.562 -0.364
*
```

Summary:
Calculated total energy in Ha: -270.47855
Orbital gap in eV: 11.0

These are the natural (NBO) partial charges, in e, on atoms 1 to 6: number 1, O, carries -0.72; number 2, C, carries -0.06; number 3, C, carries -0.40; number 4, C, carries -0.49; number 5, C, carries 0.01; number 6, C, carries -0.27

---

C5H8O | the ωB97M-V functional and the def2-TZVPD basis

Structure (ORCA input):
```
! wB97M-V def2-TZVPD RIJCOSX def2/J DEFGRID3
* xyz 0 1
C 1.957 -0.521 -0.025
C 0.640 0.281 -0.017
C -0.567 -0.345 -0.631
C -1.696 0.470 -0.088
C -0.816 0.625 1.377
O -1.048 0.463 2.529
H 2.639 -0.164 0.750
H 1.787 -1.591 0.140
H 2.523 -0.450 -0.978
H 0.806 1.316 -0.323
H -0.825 -0.198 -1.683
H -0.620 -1.409 -0.363
H -1.717 1.446 -0.602
H -2.676 -0.026 -0.255
*
```

Summary:
Calculated total energy in Ha: -270.44732
Orbital gap in eV: 9.6

These are the natural (NBO) partial charges, in e, on atoms 1 to 6: number 1, C, carries -0.64; number 2, C, carries -0.23; number 3, C, carries -0.47; number 4, C, carries -0.48; number 5, C, carries 0.63; number 6, O, carries -0.51

---

C5H8O | the ωB97M-V functional and the def2-TZVPD basis

Structure (ORCA input):
```
! wB97M-V def2-TZVPD RIJCOSX def2/J DEFGRID3
* xyz 0 1
C 0.733 -1.474 0.470
C 1.274 -2.566 -0.057
C -0.756 2.013 -0.347
O -1.949 2.396 0.398
C -0.052 0.856 0.193
C -0.138 -0.552 -0.189
H 1.196 -1.355 1.470
H 2.207 -3.007 0.329
H 1.085 -2.764 -1.103
H -0.099 2.901 -0.338
H -1.231 1.897 -1.408
H -2.266 1.561 0.693
H 0.871 1.013 0.890
H -0.873 -0.918 -1.002
*
```

Summary:
Calculated total energy in Ha: -270.45111
Orbital gap in eV: 9.1

These are the natural (NBO) partial charges, in e, on atoms 1 to 6: number 1, C, carries -0.25; number 2, C, carries -0.36; number 3, C, carries -0.14; number 4, O, carries -0.71; number 5, C, carries -0.22; number 6, C, carries -0.20

---

C5H8O | the ωB97M-V functional and the def2-TZVPD basis

Structure (ORCA input):
```
! wB97M-V def2-TZVPD RIJCOSX def2/J DEFGRID3
* xyz 0 1
C -1.426 0.200 0.377
C -0.284 -0.534 -0.321
C 0.843 0.346 -0.822
C 1.181 1.531 -0.324
C 0.325 -1.602 0.586
O 1.262 -2.294 0.277
H -1.070 0.801 1.220
H -1.942 0.867 -0.320
H -2.159 -0.515 0.768
H -0.691 -1.083 -1.183
H 1.440 -0.085 -1.623
H 0.641 2.002 0.494
H 2.037 2.074 -0.714
H -0.157 -1.708 1.584
*
```

Summary:
Calculated total energy in Ha: -270.51471
Orbital gap in eV: 10.6

These are the natural (NBO) partial charges, in e, on atoms 1 to 6: number 1, C, carries -0.61; number 2, C, carries -0.38; number 3, C, carries -0.16; number 4, C, carries -0.40; number 5, C, carries 0.46; number 6, O, carries -0.51